The following is a quantum chemistry calculation of a molecular structure, C25H50NNiO3PSSi, from OMol25.

The total energy comes out at -3800.41272 Ha. The calculation puts the LUMO energy (alpha / beta) at 0.17 / -3.30 eV. As for the multiplicity: 3. The highest occupied orbital energy (alpha / beta) is -5.076 / -6.790 eV. Its charge is 0.

Each line ends with the Löwdin charge.
Geometry (Å):
C -2.593 0.390 -5.548  -0.103
C -2.277 -0.748 -4.826  -0.078
C -1.520 -0.701 -3.631  -0.270
C -1.080 0.545 -3.165  -0.120
C -1.302 1.665 -3.976  -0.331
C -2.106 1.620 -5.122  -0.058
C -1.381 -2.026 -2.927  -0.147
C -0.073 -2.872 -3.037  -0.126
N 1.198 -2.271 -3.282  -0.114
Ni -0.275 1.096 -1.309  -0.235
C -0.657 2.977 -3.603  -0.290
P 0.729 2.531 -2.473  0.770
H -2.648 -1.719 -5.166  0.101
H -2.326 2.545 -5.658  0.108
H -3.217 0.328 -6.441  0.098
H -1.320 3.620 -3.006  0.092
H -0.284 3.554 -4.463  0.089
H -1.622 -1.919 -1.860  0.027
H -2.150 -2.696 -3.345  0.109
H 0.035 -3.422 -2.088  0.134
C 1.377 4.045 -1.765  -0.264
C 1.992 1.965 -3.640  -0.249
H -0.234 -3.611 -3.845  0.146
C 1.556 -1.784 -4.578  -0.011
C 2.197 -2.272 -2.251  -0.016
H 0.891 1.566 -0.236  0.047
H 1.964 -2.587 -5.222  0.122
H 0.677 -1.354 -5.077  0.108
H 2.326 -1.004 -4.475  0.092
H 2.777 -3.216 -2.238  0.123
H 2.908 -1.447 -2.412  0.101
H 1.720 -2.150 -1.265  0.085
H 2.413 2.820 -4.186  0.045
H 2.776 1.460 -3.065  0.035
H 1.572 1.252 -4.356  0.028
H 1.501 4.797 -2.552  0.043
H 0.692 4.417 -0.995  0.039
H 2.345 3.821 -1.301  0.050
H 0.249 1.998 -0.020  0.032
C -1.487 -3.161 3.235  -0.039
C -2.289 -1.869 3.153  -0.645
C -3.285 -1.927 2.002  -0.055
C -3.031 -1.624 4.462  -0.040
O -1.402 -0.737 2.986  -0.179
Si -0.158 -0.422 1.942  -0.128
S -0.724 -0.608 -0.005  0.521
O 0.321 1.118 2.340  -0.202
C -0.503 2.199 2.862  -0.633
C -1.841 2.271 2.140  -0.039
C -0.720 1.971 4.353  -0.028
C 0.290 3.480 2.641  -0.033
O 1.081 -1.464 2.298  -0.168
C 2.441 -1.132 2.686  -0.637
C 3.103 -0.230 1.650  -0.037
C 2.437 -0.454 4.050  -0.027
C 3.199 -2.455 2.756  -0.040
H -2.163 -3.991 3.475  0.086
H -0.740 -3.100 4.034  0.089
H -0.997 -3.399 2.284  0.084
H -3.973 -2.768 2.166  0.087
H -3.874 -1.004 1.957  0.090
H -2.780 -2.077 1.039  0.036
H -2.327 -1.561 5.301  0.088
H -3.614 -0.695 4.410  0.087
H -3.725 -2.449 4.659  0.085
H -2.451 1.385 2.350  0.077
H -2.391 3.149 2.503  0.091
H -1.711 2.371 1.056  0.066
H 0.241 1.925 4.877  0.083
H -1.303 2.804 4.768  0.090
H -1.276 1.042 4.523  0.075
H 1.244 3.438 3.181  0.089
H 0.493 3.648 1.574  0.064
H -0.280 4.338 3.018  0.088
H 2.680 0.780 1.670  0.076
H 4.177 -0.148 1.871  0.088
H 2.988 -0.646 0.641  0.076
H 1.955 -1.098 4.796  0.095
H 3.467 -0.256 4.373  0.090
H 1.907 0.504 4.003  0.066
H 2.760 -3.121 3.507  0.087
H 3.185 -2.966 1.785  0.081
H 4.247 -2.274 3.030  0.085



The following is a quantum chemistry calculation of a molecular structure, C12H35IrNO11P2SeSi3, from OMol25.

The total energy comes out at -5417.89448 Ha. The calculation puts the LUMO energy (alpha / beta) at 2.58 / 0.95 eV. As for the multiplicity: 5. The highest occupied orbital energy (alpha / beta) is -5.722 / -6.938 eV. Its charge is -1.

Each line ends with the Löwdin charge.
Geometry (Å):
Ir -0.532 0.551 0.402  1.502
C 3.478 1.351 0.573  -0.121
O 2.312 0.571 0.426  -0.336
Si 2.236 -1.017 -0.029  0.307
C 3.519 -1.939 0.992  -0.159
C 2.854 -1.136 -1.801  -0.151
C 0.427 -1.424 0.268  -0.547
Si -0.394 -2.401 -1.139  0.407
C -0.300 -1.537 -2.811  -0.170
C -2.187 -2.878 -0.873  -0.174
C 0.541 -4.048 -1.301  -0.176
Si 0.091 -2.071 2.032  0.403
C 0.700 -0.827 3.317  -0.173
C 1.066 -3.662 2.372  -0.172
C -1.688 -2.555 2.377  -0.173
H 4.115 0.943 1.362  0.080
H 3.178 2.361 0.847  0.083
H 4.042 1.394 -0.362  0.087
H 4.502 -1.514 0.777  0.033
H 3.556 -2.998 0.741  0.034
H 3.339 -1.844 2.060  0.016
H 3.941 -1.035 -1.802  0.034
H 2.444 -0.331 -2.409  0.036
H 2.611 -2.081 -2.280  0.015
H -0.459 -0.464 -2.723  0.002
H -1.091 -1.924 -3.455  0.033
H 0.649 -1.709 -3.311  0.012
H -2.798 -2.019 -0.606  0.011
H -2.297 -3.630 -0.095  0.019
H -2.573 -3.297 -1.804  0.033
H 1.622 -3.928 -1.260  0.014
H 0.293 -4.530 -2.248  0.030
H 0.256 -4.730 -0.502  0.014
H 1.770 -0.936 3.492  0.022
H 0.182 -1.006 4.260  0.036
H 0.508 0.210 3.049  0.005
H 2.140 -3.508 2.406  -0.003
H 0.859 -4.423 1.622  0.014
H 0.755 -4.061 3.339  0.034
H -2.419 -1.955 1.844  -0.005
H -1.892 -2.437 3.442  0.042
H -1.853 -3.601 2.116  0.027
N -0.987 5.125 -2.160  0.010
C -1.164 4.131 -1.083  -0.575
C -1.903 4.695 0.128  -0.082
P 0.513 3.598 -0.519  0.303
O 1.148 2.867 -1.811  -0.147
O 1.304 4.809 -0.223  -0.291
O 0.274 2.571 0.582  -0.420
P -2.016 2.678 -1.810  0.480
O -3.488 2.602 -1.351  -0.121
O -2.076 3.029 -3.349  -0.113
O -1.212 1.410 -1.604  -0.420
H -0.110 5.615 -1.998  0.079
H -1.735 5.813 -2.108  0.090
H -1.582 3.875 -3.440  0.056
H -1.303 5.499 0.559  0.087
H -2.064 3.939 0.893  0.063
H -2.880 5.086 -0.167  0.086
H 0.663 2.051 -1.990  0.030
H -3.655 2.429 -0.345  0.038
O -3.979 0.052 2.850  -0.430
Se -3.119 0.844 1.759  0.801
O -1.571 1.224 2.267  -0.538
O -2.699 -0.059 0.412  -0.560
O -3.863 2.193 1.205  -0.453



The following is a quantum chemistry calculation of 9 unconnected molecules or ions with the total composition C8H35N16O9, from OMol25.

The total energy comes out at -1879.20783 Ha. The calculation puts the LUMO energy at -2.01 eV. The highest occupied orbital energy is -11.418 eV. Its charge is +1.

Each line ends with the Löwdin charge.
Geometry (Å):
O -0.020 0.259 -0.628  0.149
H -0.049 -0.585 -1.156  0.098
H -0.166 0.135 0.366  0.100
H 0.839 0.775 -0.769  0.087
C 3.539 1.153 -1.116  -0.613
O 2.399 1.183 -0.677  0.019
N 4.263 -0.021 -1.123  0.169
N 4.194 2.214 -1.634  0.184
H 5.009 -0.015 -1.791  0.092
H 3.878 -0.827 -0.673  0.096
H 5.153 2.180 -1.919  0.101
H 3.737 3.083 -1.849  0.120
C -3.088 1.687 1.682  -0.631
O -2.276 1.924 0.794  0.013
N -4.106 2.561 1.995  0.164
N -3.119 0.473 2.322  0.167
H -4.789 2.296 2.676  0.094
H -4.214 3.381 1.431  0.105
H -3.821 0.097 2.930  0.099
H -2.491 -0.223 1.950  0.054
C 1.091 -2.475 -2.771  -0.607
O 0.793 -1.266 -2.742  -0.029
N 2.120 -2.952 -3.555  0.170
N 0.390 -3.417 -2.086  0.178
H 2.361 -3.918 -3.495  0.097
H 2.676 -2.223 -3.961  0.104
H -0.473 -3.026 -1.715  0.060
H 0.427 -4.413 -2.157  0.108
C 1.559 3.429 2.243  -0.647
O 1.948 3.655 1.115  0.035
N 2.139 4.031 3.356  0.143
N 0.606 2.457 2.522  0.159
H 1.792 3.742 4.248  0.078
H 2.937 4.616 3.220  0.098
H 0.154 2.083 1.708  0.066
H 0.284 2.313 3.455  0.082
C -1.486 2.450 -2.725  -0.629
O -0.329 2.222 -2.434  0.044
N -2.353 3.194 -1.919  0.154
N -2.042 2.014 -3.926  0.126
H -3.318 3.088 -2.167  0.078
H -2.088 3.176 -0.943  0.067
H -1.397 1.492 -4.492  0.090
H -3.005 2.092 -4.176  0.084
C -0.626 -1.580 2.649  -0.615
O -0.179 -0.854 1.748  -0.042
N -0.179 -1.616 3.934  0.195
N -1.632 -2.466 2.333  0.183
H -0.532 -2.171 4.687  0.111
H 0.730 -1.205 4.069  0.091
H -1.985 -3.101 3.021  0.106
H -1.765 -2.545 1.325  0.119
C -2.430 -1.224 -2.324  -0.594
O -1.836 -1.831 -1.416  -0.031
N -1.833 -0.780 -3.456  0.180
N -3.732 -0.775 -2.150  0.168
H -0.849 -0.954 -3.611  0.081
H -2.387 -0.366 -4.177  0.086
H -4.155 -0.502 -3.016  0.088
H -4.172 -0.755 -1.256  0.098
C 2.149 -2.759 1.751  -0.654
O 1.681 -2.983 0.649  0.027
N 2.509 -3.752 2.631  0.161
N 2.347 -1.442 2.202  0.141
H 2.368 -4.723 2.435  0.103
H 2.729 -3.479 3.570  0.086
H 2.471 -1.404 3.200  0.070
H 1.650 -0.831 1.789  0.063



Record-wise maximum force values, in eV/Å: 1.5, 0.8, 2.0